(1)
The following is a DFT calculation (ωB97M-V/def2-TZVPD) of C3H5NO2S2 in the gas phase.

```
13
Properties=species:S:1:pos:R:3
H 0.7346 -1.1575 1.3022
C -0.9104 0.3800 -0.5292
N -2.0389 0.7934 -0.1437
C 1.1580 1.3192 -0.0418
H -2.6682 -1.0014 0.0461
H 1.7368 2.2222 -0.2530
C 1.0115 -1.3438 0.2498
S 2.2308 -0.1088 -0.2865
O 0.0003 1.3196 -0.8745
H 1.4644 -2.3383 0.1608
H 0.8091 1.3587 1.0083
S -0.4875 -1.3377 -0.7622
O -3.0405 -0.1056 0.1237
```

The calculation puts the gap between HOMO and LUMO at 9.95 eV. As for the spin multiplicity: 1. The value obtained for the relative energy (zero: lowest compared OMol25 entry of this formula, charge and spin) is 2.903 eV.

Now the natural (NBO) charges, all in e: H 0.23; C 0.28; N -0.11; C -0.23; H 0.45; H 0.23; C -0.69; S 0.23; O -0.50; H 0.26; H 0.19; S 0.18; O -0.52

***

(2)
The following is a DFT calculation (ωB97M-V/def2-TZVPD) of C3H5NO3 in the gas phase in a non-equilibrium geometry.

```
12
Properties=species:S:1:pos:R:3
O -1.5814 0.1902 1.1501
N 1.0809 -0.5965 1.6185
O -1.0526 0.7866 -0.9762
C -0.0555 0.2662 -1.9573
C -0.6084 0.4447 0.2444
O 0.2828 0.9219 -2.8819
C 0.6843 0.0539 0.4472
H 1.4854 0.5624 -0.0698
H 1.8809 -1.1949 1.4779
H 0.3293 -1.0855 2.0855
H -2.4273 0.4773 0.7478
H -0.0183 -0.8264 -1.8863
```

The calculation puts the gap between HOMO and LUMO at 8.32 eV. As for the spin multiplicity: 1. The value obtained for the relative energy (zero: lowest compared OMol25 entry of this formula, charge and spin) is 2.708 eV.

Now the natural (NBO) charges, all in e: O -0.68; N -0.82; O -0.53; C 0.62; C 0.52; O -0.50; C -0.22; H 0.22; H 0.37; H 0.38; H 0.50; H 0.15

***

(3)
The following is a DFT calculation (ωB97M-V/def2-TZVPD) of a 2-piece molecular cluster, C3H5NO3 overall in a non-equilibrium geometry.

```
12
Properties=species:S:1:pos:R:3
H -0.7151 1.4107 2.4597
N -0.2802 0.6698 1.9270
O -2.6479 -0.4200 -1.0524
H 0.7041 0.8584 1.7341
C -1.0195 0.1843 0.7946
H 1.6321 -1.9011 -1.2935
C -1.8053 -0.1992 -0.0550
C 1.5458 -0.0895 -0.6099
O 2.1260 -1.3089 -0.6959
H 0.7500 0.0255 -1.3813
O 2.0083 0.8284 0.0568
H -2.2983 -0.0581 -1.8843
```

The calculation puts the gap between HOMO and LUMO at 8.63 eV. As for the spin multiplicity: 1. The value obtained for the relative energy (zero: lowest compared OMol25 entry of this formula, charge and spin) is 4.127 eV.

Now the natural (NBO) charges, all in e: H 0.39; N -0.85; O -0.66; H 0.41; C 0.03; H 0.49; C 0.20; C 0.66; O -0.67; H 0.10; O -0.59; H 0.49

***

(4)
The following is a DFT calculation (ωB97M-V/def2-TZVPD) of C3H5NO3 in the gas phase in a non-equilibrium geometry.

```
12
Properties=species:S:1:pos:R:3
H 1.8965 -1.3842 1.0347
H -0.1336 1.2401 -0.5619
C 0.3518 -0.1497 0.2882
O -0.4484 -0.8684 -0.6460
H 1.9908 -1.0998 -0.7136
C 1.7613 -0.6447 0.2456
O -2.1494 2.0455 -0.0610
O -0.2367 0.2390 1.3155
N -1.6457 -0.1375 -0.7592
H 2.4328 0.1880 0.4414
C -1.4210 1.1619 -0.3412
H -2.3983 -0.5902 -0.2426
```

The calculation puts the gap between HOMO and LUMO at 10.33 eV. As for the spin multiplicity: 1. The value obtained for the relative energy (zero: lowest compared OMol25 entry of this formula, charge and spin) is 4.467 eV.

Now the natural (NBO) charges, all in e: H 0.26; H 0.05; C 0.72; O -0.36; H 0.24; C -0.71; O -0.51; O -0.59; N -0.35; H 0.25; C 0.62; H 0.39

***

(5)
The following is a DFT calculation (ωB97M-V/def2-TZVPD) of C3H5NO3 as an isolated structure.

```
12
Properties=species:S:1:pos:R:3
O -1.9214 -0.2574 -0.9489
H -0.3139 1.5813 0.2659
O -0.7760 -2.1986 -0.7316
C 0.6110 -0.1880 -0.5549
O 0.3395 -0.0048 -1.8901
H 1.4984 -0.0707 1.9378
H 1.3834 -0.9261 -0.3074
C 0.3774 0.7677 0.4492
H 0.4308 1.1710 2.4569
C -0.7981 -1.0097 -0.8277
N 0.8523 0.6652 1.6953
H -1.6834 0.4701 -1.5445
```

The calculation puts the gap between HOMO and LUMO (spin up / spin down) at 7.97 / 7.97 eV. As for the spin multiplicity: 1. The value obtained for the relative energy (zero: lowest compared OMol25 entry of this formula, charge and spin) is 3.956 eV.

Now the natural (NBO) charges, all in e: O -0.70; H 0.21; O -0.57; C -0.08; O -0.69; H 0.41; H 0.19; C 0.16; H 0.41; C 0.89; N -0.72; H 0.51

***

(6)
The following is a DFT calculation (ωB97M-V/def2-TZVPD) of a 2-piece molecular cluster, C3H5NO3 overall in a non-equilibrium geometry.

```
12
Properties=species:S:1:pos:R:3
O -2.8960 -0.2653 -0.2700
O 0.1708 -0.2776 1.2140
H 2.3894 -0.0172 -1.3373
H -0.4594 -1.8963 0.0271
C 0.7355 0.1581 -0.1311
H 2.5034 -1.0238 0.2124
O -3.6412 1.5544 0.5386
H 2.7077 0.7562 0.3880
C -0.3332 -0.8129 0.0704
N -3.7870 0.5523 -0.0726
H 0.4233 1.2862 -0.3910
C 2.1867 -0.0140 -0.2486
```

The calculation puts the gap between HOMO and LUMO (spin up / spin down) at 5.96 / 10.85 eV. As for the spin multiplicity: 1. The value obtained for the relative energy (zero: lowest compared OMol25 entry of this formula, charge and spin) is 8.570 eV.

Now the natural (NBO) charges, all in e: O -0.29; O -0.46; H 0.23; H 0.19; C 0.01; H 0.22; O -0.29; H 0.24; C 0.14; N 0.47; H 0.20; C -0.66

***

(7)
The following is a DFT calculation (ωB97M-V/def2-TZVPD) of an isolated ion of composition C3H5NO3P and charge -1 in a non-equilibrium geometry.

```
13
Properties=species:S:1:pos:R:3
H -1.2848 -1.6668 0.4615
H 0.3646 -0.9300 0.2272
O -3.3270 -1.0750 0.1628
O -3.5548 1.1828 0.1682
C -0.6780 1.6019 -0.0285
C -2.9651 0.1250 0.1365
P 1.1844 1.3999 0.2443
H -0.4956 -0.9222 1.6839
O -1.2171 2.6305 -0.4425
H 1.2989 0.7544 -0.9036
C -0.6560 -0.8830 0.6973
N -1.3186 0.2698 0.1212
H 1.6228 2.6186 -0.1555
```

The calculation puts the gap between HOMO and LUMO (spin up / spin down) at 5.01 / 6.08 eV. Its net charge is -1. As for the spin multiplicity: 3.

Now the natural (NBO) charges, all in e: H 0.25; H 0.16; O -0.76; O -0.68; C 0.10; C 0.91; P 0.30; H 0.16; O -0.34; H -0.10; C -0.40; N -0.55; H -0.04

***

(8)
The following is a DFT calculation (ωB97M-V/def2-TZVPD) of C3H5NO4 in the gas phase in a non-equilibrium geometry.

```
13
Properties=species:S:1:pos:R:3
C 1.5580 0.2363 0.0149
N -0.2607 -1.3223 -0.0452
H -1.2227 -1.5694 -0.0727
O 2.0399 1.3192 -0.1047
H 3.2395 -0.5058 0.2967
C -0.9953 0.9614 -0.2370
H -0.9650 1.8316 -0.8792
O -2.1569 0.2645 -0.6516
O -1.1129 1.2986 1.0349
H 0.2055 -2.0071 0.4675
C 0.1504 -0.0958 -0.2265
O 2.2941 -0.8838 0.2399
H -2.7738 0.4725 0.1630
```

The calculation puts the gap between HOMO and LUMO (spin up / spin down) at 7.40 / 7.39 eV. As for the spin multiplicity: 1. The value obtained for the relative energy (zero: lowest compared OMol25 entry of this formula, charge and spin) is 3.032 eV.

Now the natural (NBO) charges, all in e: C 0.71; N -0.62; H 0.43; O -0.50; H 0.51; C 0.32; H 0.15; O -0.78; O -0.73; H 0.40; C 0.29; O -0.69; H 0.50